No. 1
Computed, not measured: a cluster of 3 separate species, C2H10O2S2 in total, with the ωB97M-V functional and the def2-TZVPD basis.

Element x y z (Å)
C -0.6077 1.1033 -0.8149
S 0.4266 0.4021 -2.1619
S -0.4661 -1.4146 -2.3415
C 0.5204 -2.5615 -1.3552
H -0.1324 2.0356 -0.5149
H -0.4886 0.3644 0.0244
H -1.7029 1.2167 -1.0917
H 0.4085 -2.3276 -0.2821
H 1.6061 -2.4976 -1.5292
H 0.0952 -3.5374 -1.5129
H 3.2156 2.6885 2.4098
H 2.1852 2.4277 1.3062
O 3.0505 2.8558 1.4588
H -1.9949 -0.6008 2.3563
H -3.3311 0.2711 2.2057
O -2.7844 -0.4256 1.8433

Output
SMILES ... CSSC.O.O
Calculated total energy ... -28001.348 eV
Relative energy (zero: lowest compared OMol25 entry of this formula, charge and spin) ... 74.4 kJ/mol
Gap between HOMO and LUMO ... 9.079 eV

These are the natural (NBO) partial charges, in e, on atoms 1 to 4: C -0.74; S 0.08; S 0.09; C -0.76

No. 2
Computed, not measured: a cluster of 2 separate species, C5H4O2 in total, with the ωB97M-V functional and the def2-TZVPD basis.

Element x y z (Å)
O -0.2947 3.0706 -0.2773
C -0.1269 1.9520 -0.3105
C -1.5022 -0.7014 -0.1717
C -0.2655 -1.1967 -0.2617
C 1.0007 -0.6682 0.2574
C 1.4822 0.5391 0.5072
O 2.1373 1.4616 0.8190
H -1.7363 0.2114 0.3649
H -2.3369 -1.2143 -0.6416
H -0.1426 -2.1540 -0.7682
H 1.7972 -1.3764 0.4706

Output
Calculated total energy ... -9342.224 eV
Relative energy (zero: lowest compared OMol25 entry of this formula, charge and spin) ... 188.9 kJ/mol
Gap between HOMO and LUMO ... 9.001 eV

These are the natural (NBO) partial charges, in e, on atoms 1 to 4: O -0.47; C 0.53; C -0.40; C -0.18

No. 3
Computed, not measured: a structure of composition C26H50AlB3BeBrFN5NaO17PS, with the ωB97M-V functional and the def2-TZVPD basis.

Element x y z (Å)
C 5.9987 -3.5557 0.4212
C 4.6556 -3.5347 -0.3050
C 3.4782 -2.8978 0.4207
N 3.2884 -1.4313 0.0861
B 1.9913 -0.9736 0.4841
O 1.3780 -1.3190 1.6843
B 0.1270 -1.8984 1.5088
C -0.7053 -2.5287 2.6371
C -1.8531 -3.4113 2.1279
C -3.2126 -2.7680 2.3339
C -4.3450 -3.6615 1.8027
C -5.1623 -2.9893 0.7112
O -4.6197 -3.2947 -0.5662
C -5.6144 -3.4806 -1.5663
O -0.3156 -1.8174 0.1803
B -0.0913 -0.5380 -0.2221
S -1.5800 0.6427 -0.3942
O -2.5470 0.1061 -1.2749
O -1.0400 1.9116 -0.7003
F -2.3642 0.7644 0.9427
O 1.2313 -0.1163 -0.3435
H 6.7360 -3.9660 -0.2635
H 6.3705 -2.5903 0.7567
H 5.9072 -4.2129 1.2718
H 4.7307 -3.1103 -1.3041
H 4.3765 -4.5746 -0.4523
H 2.5759 -3.3978 0.0733
H 3.5313 -3.0791 1.4902
H 3.9059 -0.9231 0.6963
H -0.0257 -3.1089 3.2592
H -1.0810 -1.7191 3.2638
H -1.7304 -3.6894 1.0806
H -1.8536 -4.3295 2.7148
H -3.3439 -2.6141 3.4013
H -3.2665 -1.8178 1.8071
H -5.0213 -3.9406 2.6022
H -3.8717 -4.5403 1.3648
H -6.2005 -3.3151 0.7564
H -5.1347 -1.9097 0.8533
H -6.1133 -4.4266 -1.3556
H -5.0978 -3.5120 -2.5155
H -6.3510 -2.6813 -1.5295
Na 5.6791 -0.3690 1.2220
C 4.4376 -3.6374 5.1178
C 4.8162 -3.5649 3.6333
O 4.5853 -4.5649 2.9309
O 5.3270 -2.4682 3.2498
H 4.0041 -4.6039 5.3628
H 5.3248 -3.4795 5.7305
H 3.7171 -2.8520 5.3505
Be 1.7914 1.4817 1.2623
C 3.7887 8.2708 0.6399
O 3.2278 7.6978 -0.5248
C 4.1479 7.5188 -1.5972
C 4.4110 6.0527 -1.8452
N 5.1791 5.4592 -0.7496
C 5.2643 4.0119 -0.7978
C 3.9735 3.2082 -0.6652
O 3.3571 3.2692 0.6383
C 2.4989 4.3992 0.8546
H 2.9670 8.5039 1.3147
H 4.4745 7.5835 1.1503
H 4.3228 9.1966 0.4100
H 5.0773 8.0658 -1.4151
H 3.6828 7.9375 -2.4936
H 4.9752 5.9410 -2.7757
H 3.4388 5.5708 -1.9778
H 4.7605 5.7324 0.1301
H 5.9296 3.7064 0.0179
H 5.7523 3.7208 -1.7329
H 4.2291 2.1532 -0.7988
H 3.2502 3.4456 -1.4498
H 2.0131 4.7098 -0.0657
H 3.0540 5.2334 1.2845
H 1.7345 4.1043 1.5776
C -3.0267 -7.7788 2.1256
O -2.8381 -6.6019 2.3898
N -3.2360 -8.1255 0.7947
N -3.0388 -8.7859 3.0171
H -3.3873 -9.0458 0.4175
H -3.2306 -7.3213 0.1906
H -2.8822 -8.5463 3.9808
H -3.1940 -9.7468 2.7745
C -0.6422 4.8173 -1.8530
C -1.8237 5.4084 -1.7188
C -1.9950 6.8586 -1.9823
O -3.0817 7.3681 -1.8638
C -0.7914 7.6273 -2.4040
C 0.3915 7.0310 -2.5308
C 0.5502 5.5791 -2.2659
O 1.6340 5.0305 -2.3877
H -0.5109 3.7581 -1.6742
H -2.7160 4.8718 -1.4257
H -0.9373 8.6827 -2.5957
H 1.2838 7.5650 -2.8323
O -5.4199 6.9059 -4.1633
P -5.5228 5.4936 -3.6226
O -6.3186 4.7574 -4.6887
O -6.2725 5.5535 -2.3025
O -4.1754 4.8288 -3.4004
Al -2.2631 -6.0810 -0.8513
C -8.6311 -6.0394 -3.1289
C -7.2099 -6.2934 -3.2966
N -6.0871 -6.4936 -3.4277
H -9.0981 -6.8412 -2.5605
H -8.7920 -5.1019 -2.5994
H -9.1227 -5.9739 -4.0976
Br -0.5481 -0.5455 -2.9456

Output
Charge ... +1
Calculated total energy ... -176344.464 eV
Gap between HOMO and LUMO ... 1.658 eV

These are the Mulliken partial charges, in e, on atoms 1 to 4: C -0.61; C -0.88; C -0.10; N -0.26

No. 4
Computed, not measured: the molecule C5H6BrNO, with the ωB97M-V functional and the def2-TZVPD basis.

Element x y z (Å)
C 1.3488 0.3068 0.6858
C -1.2433 0.5619 -0.5613
C 0.8891 -0.6176 -0.3080
C -0.1120 -0.0119 -1.3532
C -0.5475 0.0704 1.7370
N 0.7512 0.5095 1.7968
O -1.3657 0.1836 0.6681
Br -2.9180 1.0828 -1.2992
H 2.2886 0.9748 0.6469
H 1.6682 -1.2203 -0.7299
H 0.3530 -1.3397 0.3471
H -0.3804 -0.7605 -2.1717
H 0.3556 0.7121 -1.9774
H -1.0875 -0.4519 2.5191

Output
Calculated total energy ... -78857.972 eV
Relative energy (zero: lowest compared OMol25 entry of this formula, charge and spin) ... 379.1 kJ/mol
Gap between HOMO and LUMO (alpha / beta) ... 7.590 / 7.724 eV

These are the natural (NBO) partial charges, in e, on atoms 1 to 4: C 0.08; C 0.20; C -0.49; C -0.47

No. 5
Computed, not measured: a cluster of 13 separate species, C40H57N13O8 in total, with the ωB97M-V functional and the def2-TZVPD basis.

Element x y z (Å)
N -47.8894 16.7554 -2.8588
C -47.1312 17.9702 -2.9863
C -47.8157 18.9413 -3.8853
C -49.1791 18.2557 -4.1286
C -49.2224 16.9009 -3.3892
H -47.6001 15.9164 -2.1972
H -46.1531 18.0923 -2.6013
H -47.5399 19.7120 -4.4164
H -50.1408 18.7933 -4.5771
H -49.9133 16.1620 -3.4744
N -52.2021 12.4870 -7.3548
C -52.5499 12.9214 -6.0641
C -51.9899 11.9135 -5.0227
C -51.4147 10.8308 -5.8706
C -51.5500 11.2628 -7.4288
H -52.3297 13.0335 -8.2245
H -52.9391 13.8965 -5.8780
H -51.8521 11.9343 -3.9334
H -51.0132 9.9587 -5.6289
H -51.2337 10.8126 -8.2938
N -52.7913 21.2301 -6.7915
C -51.3330 20.8893 -6.7442
C -51.0729 19.7364 -7.7315
C -52.5333 19.3024 -8.1605
C -53.5158 20.2678 -7.5705
H -53.3179 21.9762 -6.2778
H -50.5054 21.5045 -6.1739
H -50.0770 19.2278 -8.1297
H -52.8883 18.3982 -8.5274
H -54.4941 20.5756 -7.7696
N -56.9266 16.7872 -1.7709
C -56.4787 16.7479 -3.1107
C -57.4172 17.7294 -3.8494
C -58.4419 18.2059 -2.7866
C -57.9982 17.5955 -1.4688
H -56.2708 16.4537 -1.1319
H -55.5449 16.3265 -3.6269
H -57.5175 18.3356 -4.8304
H -59.4085 18.7212 -2.8959
H -58.5526 17.7504 -0.5210
N -55.4364 19.7585 -1.7394
C -55.9732 21.0103 -1.6103
C -54.8107 21.7909 -0.9020
C -53.6036 20.9389 -0.9893
C -54.0704 19.6650 -1.4029
H -55.8453 18.7584 -1.9023
H -56.9954 21.1644 -1.8352
H -54.9382 22.6816 -0.4733
H -52.8086 21.0709 -0.3199
H -53.5326 18.7855 -1.1584
N -49.2351 18.2348 -0.7670
C -48.4250 18.8686 0.1912
C -49.2313 19.4958 1.2680
C -50.4947 19.0755 0.9908
C -50.5530 18.4514 -0.4523
H -48.8775 17.9919 -1.6295
H -47.3908 18.8261 0.0398
H -48.7661 19.9597 2.1522
H -51.3474 19.1941 1.4669
H -51.3205 18.2893 -1.2682
N -50.2193 13.7447 0.3304
C -49.7635 12.4858 0.1635
C -50.0108 12.1819 -1.3433
C -50.7312 13.4822 -1.8774
C -50.7938 14.4133 -0.7288
H -49.8824 14.2407 0.9611
H -49.2866 11.8887 1.0861
H -49.6990 11.3697 -1.7683
H -50.9253 13.6739 -2.7985
H -51.1535 15.5621 -0.7766
N -55.6130 14.4490 -0.4670
C -54.3453 15.0710 -0.4334
C -54.4338 16.1797 0.5556
C -55.6860 15.7544 1.3633
C -56.3124 14.6053 0.5375
H -55.7944 13.5308 -1.1058
H -53.5654 14.8950 -1.1490
H -53.5567 16.9937 0.6804
H -56.1203 16.1370 2.2167
H -57.2320 14.0295 0.7111
N -53.6545 22.3569 -4.2230
C -54.9609 22.1998 -4.6349
C -55.1227 23.4267 -5.5380
C -53.8311 24.2832 -5.4001
C -52.8356 23.3252 -4.6222
H -53.3917 21.5563 -3.5206
H -55.3849 21.1974 -4.4836
H -56.1335 23.7194 -5.9617
H -53.7216 25.4305 -5.8555
H -51.7895 23.5137 -4.2228
C -53.4820 18.2658 -4.4091
N -52.9584 16.9302 -4.1007
O -52.9196 16.1163 -4.9570
O -52.7793 16.6657 -2.9280
H -52.8143 19.0999 -4.0464
H -54.4473 18.2508 -3.8449
H -53.6255 18.3573 -5.5034
C -55.6187 16.8877 -9.1898
N -55.3317 16.0302 -8.0153
O -54.4023 16.3769 -7.3409
O -55.9619 14.9765 -7.8391
H -56.4837 17.5060 -9.0213
H -55.6177 16.2667 -10.1200
H -54.6176 17.4909 -9.2763
C -50.7962 16.0559 -8.2721
N -51.0414 15.2441 -9.5111
O -51.6771 14.2315 -9.4864
O -50.5896 15.7543 -10.5695
H -51.6849 15.9193 -7.5001
H -50.6116 17.1261 -8.4742
H -49.9416 15.7484 -7.8299
C -49.6495 21.9426 -1.7253
N -50.1914 21.8184 -3.0574
O -51.1220 21.0736 -3.2672
O -49.6439 22.3786 -4.0518
H -48.5688 21.9268 -1.8373
H -49.9849 20.9263 -1.2311
H -50.0610 22.6648 -1.3144

Output
Calculated total energy ... -78120.351 eV
Gap between HOMO and LUMO ... 6.786 eV

These are the Mulliken partial charges, in e, on atoms 1 to 4: N -0.15; C -0.83; C -0.87; C 0.46

No. 6
Computed, not measured: a structure of composition C4H4KO5, with the ωB97M-V functional and the def2-TZVPD basis.

Element x y z (Å)
O -0.3841 1.3002 0.0531
C -1.0339 1.2331 1.2920
O -0.8430 2.1257 2.1102
O -1.7247 0.1858 1.3596
C 0.9697 1.7395 -0.0051
H 1.0131 2.7782 -0.3625
H 1.4259 1.6978 0.9936
C 1.6872 0.8109 -0.9759
H 2.7477 1.0978 -1.0084
H 1.2704 1.0636 -1.9660
O 2.9555 -1.4717 -1.5057
O 1.2533 -0.7133 -0.2712
C 1.7849 -1.1006 -1.4692
K -1.0227 -1.1790 -0.0077

Output
Charge ... -1
Calculated total energy ... -30773.714 eV
Relative energy (zero: lowest compared OMol25 entry of this formula, charge and spin) ... 286.8 kJ/mol
Gap between HOMO and LUMO ... 4.764 eV

These are the Mulliken partial charges, in e, on atoms 1 to 4: O -0.43; C 0.83; O -0.66; O -0.92

Copy entry 2 word for word.
Computed, not measured: a cluster of 2 separate species, C5H4O2 in total, with the ωB97M-V functional and the def2-TZVPD basis.

Element x y z (Å)
O -0.2947 3.0706 -0.2773
C -0.1269 1.9520 -0.3105
C -1.5022 -0.7014 -0.1717
C -0.2655 -1.1967 -0.2617
C 1.0007 -0.6682 0.2574
C 1.4822 0.5391 0.5072
O 2.1373 1.4616 0.8190
H -1.7363 0.2114 0.3649
H -2.3369 -1.2143 -0.6416
H -0.1426 -2.1540 -0.7682
H 1.7972 -1.3764 0.4706

Output
Calculated total energy ... -9342.224 eV
Relative energy (zero: lowest compared OMol25 entry of this formula, charge and spin) ... 188.9 kJ/mol
Gap between HOMO and LUMO ... 9.001 eV

These are the natural (NBO) partial charges, in e, on atoms 1 to 4: O -0.47; C 0.53; C -0.40; C -0.18

Question: What is the calculated total energy in the second record?
Answer: -9342.224 eV

Question: What is the formula in the first record?
Answer: C2H10O2S2

Question: The highest calculated total energy belongs to which entry?
Answer: C5H4O2